Record 1
This record from the OMol25 dataset describes 3 unconnected molecules or ions with the total composition C13H33ClFNO4P in a non-equilibrium geometry. The level of theory is ωB97M-V with the def2-TZVPD basis set.

Output
2S+1: 1
E_tot: -1771.91829 Ha
Frontier orbital gap: 7.94 eV
Charge: +1
HOMO energy: -11.32 eV

Each line ends with the Löwdin charge.
CARTESIAN COORDINATES (ANGSTROEM)
C1 1.86937 -1.87593 2.03431  -0.069
C2 1.51511 -2.92535 0.98964  -0.274
N1 1.31153 -2.25438 -0.34721  -0.186
P1 1.55883 -3.06533 -1.75927  0.632
Cl1 2.25470 -4.88683 -1.50221  0.500
C3 2.69327 -2.16142 -2.87290  -0.457
F1 2.25476 -2.55015 -4.12681  -0.038
C4 2.56932 -0.66307 -2.68371  -0.226
C5 3.54710 -0.08705 -1.65357  -0.071
H1 2.23509 -2.38852 2.92240  0.089
H2 1.00537 -1.28181 2.32298  0.062
H3 2.66475 -1.23135 1.66749  0.074
H4 0.58643 -3.41621 1.26662  0.115
H5 2.32005 -3.64544 0.91758  0.077
H6 0.36864 -1.87693 -0.38079  0.114
H7 0.37370 -3.17883 -2.48866  0.065
H8 3.71203 -2.52634 -2.75119  0.130
H9 2.75846 -0.21971 -3.65884  0.124
H10 1.55091 -0.39672 -2.39949  0.096
H11 3.09221 -0.01986 -0.67056  0.060
H12 3.80381 0.92726 -1.94788  0.083
H13 4.47515 -0.65047 -1.60282  0.080
C6 0.69886 2.57145 -4.04989  -0.103
O1 0.02911 1.92122 -2.98003  -0.217
C7 -0.90684 2.76004 -2.31334  -0.200
C8 -2.32599 2.51979 -2.77750  -0.209
O2 -2.50536 2.86437 -4.13652  -0.183
C9 -2.49712 1.75963 -5.02107  -0.107
H14 1.18409 1.80331 -4.65115  0.082
H15 0.00866 3.12774 -4.68500  0.089
H16 1.46059 3.25666 -3.66318  0.092
H17 -0.64097 3.81088 -2.45538  0.130
H18 -0.84162 2.53856 -1.24345  0.122
H19 -2.99563 3.15184 -2.18712  0.130
H20 -2.61037 1.47592 -2.60432  0.124
H21 -3.43533 1.19938 -4.95014  0.091
H22 -1.65916 1.08679 -4.81984  0.079
H23 -2.40022 2.15163 -6.03127  0.093
C10 -1.74459 0.23707 6.79320  -0.104
O3 -2.64554 0.77779 5.84232  -0.187
C11 -2.02322 1.55680 4.83975  -0.207
C12 -1.87303 0.79147 3.54442  -0.200
O4 -0.99977 -0.32438 3.67612  -0.214
C13 -1.68250 -1.55053 3.86923  -0.114
H24 -2.28469 -0.51829 7.36024  0.092
H25 -0.88058 -0.22775 6.31244  0.082
H26 -1.39599 1.01379 7.48122  0.092
H27 -1.04811 1.91862 5.18040  0.128
H28 -2.65963 2.42719 4.65550  0.129
H29 -1.44346 1.45612 2.78862  0.123
H30 -2.85454 0.46365 3.18891  0.127
H31 -2.11891 -1.90669 2.92739  0.085
H32 -2.47472 -1.45874 4.61352  0.088
H33 -0.95405 -2.28091 4.22078  0.087

Record 2
This record from the OMol25 dataset describes a molecular structure, C13H33ClIN4P2Ru in a non-equilibrium geometry. The level of theory is ωB97M-V with the def2-TZVPD basis set.

Output
2S+1: 6
E_tot: -2268.90286 Ha
<S²>: 8.773
Frontier orbital gap (alpha / beta): 6.07 / 4.74 eV
Charge: +2
HOMO energy (alpha / beta): -13.53 / -15.03 eV
Energy above the lowest of the compared OMol25 structures with the same formula, charge and spin: 29.0 kcal/mol

Each line ends with the Löwdin charge.
CARTESIAN COORDINATES (ANGSTROEM)
C1 -1.29544 0.54439 -1.74453  -0.309
I1 2.93060 0.99438 0.00783  0.840
H1 -1.27915 0.78242 -2.81678  0.001
H2 -1.88755 1.28252 -1.16496  0.025
H3 -1.87190 -0.39084 -1.69357  0.013
Ru1 0.44675 -0.29025 -0.87348  0.758
P1 0.84797 2.38842 -1.46568  0.565
C2 0.59747 3.61456 -0.11550  -0.263
C3 2.45395 3.01399 -2.14013  -0.338
H4 2.37331 4.08940 -2.32368  0.078
H5 -0.09018 4.16721 -2.84604  0.075
H6 2.70494 2.46151 -3.04723  0.035
H7 -0.10390 2.58343 -3.69685  0.049
H8 1.22664 3.36236 0.74458  0.014
H9 3.26123 2.84080 -1.40375  -0.067
C4 -0.28087 3.09258 -2.74419  -0.242
H10 0.88629 4.60539 -0.49274  0.073
H11 -1.32123 2.93041 -2.44285  0.043
H12 -0.45704 3.63135 0.18500  0.055
P2 0.81282 -2.29511 -1.44629  0.565
C5 0.60319 -3.53722 -0.14037  -0.218
C6 -0.32950 -2.77906 -2.76498  -0.220
H13 2.70645 -2.05487 -2.92409  0.018
H14 2.59038 -3.70435 -2.19285  0.072
H15 3.21261 -2.31004 -1.23098  0.048
C7 2.50521 -2.62718 -2.00913  -0.255
H16 -0.11957 -2.18792 -3.66452  0.037
H17 -0.18803 -3.84701 -2.95898  0.077
H18 0.85905 -4.50972 -0.58377  0.081
H19 -0.43468 -3.56465 0.21328  0.047
H20 -1.36206 -2.58724 -2.44368  0.057
H21 1.28942 -3.32313 0.68653  0.053
Cl1 1.27145 0.10161 -3.16872  0.169
C8 -0.83565 1.16007 1.64891  -0.159
N1 -0.42428 -0.16723 1.07916  -0.229
C9 -1.65759 -1.00263 1.07073  -0.164
N2 -2.21449 -1.18994 2.43961  -0.065
C10 -2.59444 0.13909 2.93503  -0.151
N3 -1.44297 1.03444 2.99118  -0.062
C11 -0.43652 0.42119 3.90026  -0.125
N4 -0.00921 -0.89540 3.39384  -0.068
C12 0.56376 -0.72938 2.03887  -0.214
C13 -1.17676 -1.78514 3.29459  -0.133
H22 -1.56059 1.63846 0.99132  0.117
H23 0.03435 1.80828 1.72994  0.098
H24 -1.42476 -1.99649 0.65782  0.098
H25 -2.42594 -0.50692 0.46684  0.122
H26 -3.00221 0.02967 3.95106  0.146
H27 -3.36066 0.58867 2.27786  0.145
H28 0.42876 1.09939 3.98940  0.141
H29 -0.89191 0.30219 4.88603  0.140
H30 0.89693 -1.71415 1.69796  0.092
H31 1.42036 -0.05461 2.10647  0.048
H32 -1.60044 -1.91802 4.30796  0.150
H33 -0.84437 -2.73967 2.84822  0.137

Record 3
This record from the OMol25 dataset describes a molecular structure, C13H33MnO15S4 in a non-equilibrium geometry. The level of theory is ωB97M-V with the def2-TZVPD basis set.

Output
2S+1: 6
E_tot: -4387.12285 Ha
<S²>: 8.753
Frontier orbital gap (alpha / beta): 8.20 / 8.12 eV
Charge: +1
HOMO energy (alpha / beta): -13.00 / -13.00 eV
Energy above the lowest of the compared OMol25 structures with the same formula, charge and spin: 64.4 kcal/mol

Each line ends with the Löwdin charge.
CARTESIAN COORDINATES (ANGSTROEM)
Mn1 -3.89257 0.60880 1.74008  1.257
O1 -7.06234 1.29758 4.04848  0.136
C1 -5.99464 0.93799 3.28883  -0.828
O2 -4.88931 0.92208 3.77673  -0.015
O3 -6.02737 0.58988 2.10301  -0.042
H1 -6.57582 1.44771 4.86233  0.127
O4 -10.58507 5.48040 2.46990  -0.321
S1 -10.03750 4.10215 2.77883  0.737
O5 -10.11469 3.53512 4.11111  -0.303
O6 -10.91877 3.03725 1.75293  -0.290
C2 -11.01421 1.66551 2.24447  -0.257
C3 -11.31506 0.84979 0.97137  -0.064
C4 -8.32771 3.92940 2.08369  -0.097
H2 -11.81932 1.69649 2.97859  0.122
H3 -10.05785 1.33611 2.65063  0.089
H4 -10.48198 0.92884 0.27293  0.072
H5 -12.15370 1.38769 0.52930  0.082
H6 -11.35319 -0.23951 0.98158  0.070
H7 -8.46268 3.78963 1.01115  0.073
H8 -7.80366 3.09039 2.54145  0.033
H9 -7.72461 4.76940 2.42831  0.057
O7 -5.80565 -1.81179 6.86591  -0.288
S2 -7.19564 -1.64434 6.59354  0.665
O8 -7.94928 -0.45603 7.11216  -0.318
O9 -7.49801 -1.91556 4.98593  -0.284
C5 -8.82486 -1.64510 4.39162  -0.237
C6 -8.73053 -1.50411 2.90136  -0.080
C7 -7.99629 -3.18740 7.24277  -0.098
H10 -9.22325 -0.67708 4.69547  0.114
H11 -9.57549 -2.40553 4.60702  0.123
H12 -9.72618 -1.56914 2.46256  0.077
H13 -8.08867 -2.23865 2.41497  0.089
H14 -8.45257 -0.51879 2.52721  0.050
H15 -7.43773 -3.43701 8.14490  0.064
H16 -7.85005 -4.02496 6.56072  0.067
H17 -9.05138 -2.97320 7.41303  0.067
O10 -2.05242 1.69014 5.64398  -0.263
S3 -1.39162 1.04193 4.52192  0.732
O11 -2.04372 0.81187 3.22378  -0.376
O12 0.17429 1.71533 4.28969  -0.233
C8 0.40788 2.96391 3.65638  -0.288
C9 0.16474 4.15932 4.53487  -0.057
C10 -1.06496 -0.58841 5.10713  -0.102
H18 -0.32173 2.95777 2.84660  0.098
H19 1.30255 3.09123 3.04692  0.135
H20 0.64991 3.88214 5.47075  0.096
H21 -0.88866 4.40227 4.67424  0.062
H22 0.53726 5.03280 3.99975  0.091
H23 -0.51567 -0.99468 4.25781  0.077
H24 -1.96452 -1.11600 5.42420  0.095
H25 -0.47643 -0.54520 6.02356  0.088
O13 -3.79295 2.66800 1.73785  -0.396
S4 -3.80196 4.16744 1.91962  0.777
O14 -2.61186 4.89302 1.54249  -0.263
O15 -5.13520 4.83624 1.13569  -0.243
C11 -5.07035 6.19324 0.78200  -0.308
C12 -5.84119 6.37013 -0.51563  -0.044
C13 -4.07669 4.55374 3.70178  -0.052
H26 -4.09234 6.65357 0.64163  0.119
H27 -5.45620 6.79477 1.60503  0.125
H28 -6.85574 5.97986 -0.43524  0.078
H29 -5.33979 5.76552 -1.27136  0.088
H30 -5.87464 7.41899 -0.81040  0.094
H31 -3.95172 5.61309 3.92595  0.091
H32 -3.39372 3.93420 4.28298  0.057
H33 -5.02286 4.10949 4.01083  0.072